# 1
DFT (ωB97M-V/def2-TZVPD) results for an isolated molecule of C6H15N3 at a distorted geometry.

Atoms and positions in Å:
C -3.18 -1.44 0.63
C -2.39 -0.58 -0.49
C 0.05 1.29 -1.11
C 0.92 1.21 0.11
C 2.02 0.15 -0.20
C 3.06 0.19 0.83
H -3.75 -2.43 0.15
H -4.21 -0.98 0.88
H -2.25 -1.47 1.45
H -1.38 -0.95 -0.42
H -2.86 -0.52 -1.59
H -3.03 1.39 -0.28
H 0.66 1.79 -1.85
H 0.44 1.03 1.09
H 1.46 2.22 0.29
H 2.87 0.47 -1.02
H 3.29 1.28 1.19
H 4.18 -0.21 0.30
H 2.81 -0.22 1.82
H 2.22 -1.98 -0.41
H 1.01 -0.99 0.58
N -2.14 0.83 -0.17
N -1.23 1.04 -1.39
N 1.44 -1.12 -0.40

Computed properties:
largest force on an atom	5.6	eV/A
total charge	0
electronic energy	-10929.068	eV
ΔE to the lowest compared entry with this formula, charge and spin	660.12	kJ/mol
highest occupied orbital energy	-8.689	eV

---

# 2
DFT (ωB97M-V/def2-TZVPD) results for C6H15N3 as an isolated structure at a distorted geometry.

Atoms and positions in Å:
C -0.55 1.03 0.62
C -1.74 0.33 1.25
C -0.86 1.74 -0.68
C 1.09 0.19 0.80
N 2.21 0.91 1.01
N 1.00 -1.07 1.03
H -0.22 1.79 1.33
H 2.25 1.87 0.73
H 3.06 0.49 1.38
H 1.83 -1.58 1.30
H -2.45 1.09 1.61
H -1.44 -0.26 2.12
H -2.26 -0.29 0.54
H 0.05 2.07 -1.19
H -1.44 1.11 -1.34
H -1.48 2.61 -0.47
C 0.30 -0.94 -2.08
C -0.14 -2.05 -0.09
N -0.61 -1.23 -1.01
H 0.99 -0.13 -1.81
H -0.26 -0.65 -2.97
H 0.95 -1.80 -2.33
H 0.56 -2.85 -0.38
H -0.87 -2.39 0.64

Computed properties:
largest force on an atom	3.4	eV/A
total charge	0
electronic energy	-10932.449	eV
ΔE to the lowest compared entry with this formula, charge and spin	333.95	kJ/mol
highest occupied orbital energy	-7.217	eV

---

# 3
DFT (ωB97M-V/def2-TZVPD) results for an isolated ion of composition C6H15N3O and charge +2 at a distorted geometry.

Atoms and positions in Å:
C -1.96 0.01 -1.22
C -2.87 -0.02 -0.04
C -0.68 0.69 1.01
C 2.16 -1.22 0.29
C 2.01 0.10 -0.55
C 0.05 -0.26 0.11
N -0.75 -0.69 -0.88
N -2.10 0.18 1.18
N 3.15 1.12 -0.20
O 0.76 -1.43 0.61
H -2.48 -0.51 -1.95
H -1.76 1.02 -1.71
H -3.54 0.80 -0.13
H -3.54 -0.93 -0.12
H -0.18 0.87 1.98
H -0.79 1.64 0.48
H 2.47 -2.23 -0.29
H 2.82 -1.17 1.20
H 2.23 -0.13 -1.55
H -0.71 -1.53 -1.45
H -2.62 0.68 1.93
H -2.03 -0.83 1.58
H 2.98 1.62 0.65
H 3.37 1.67 -1.01
H 4.02 0.57 0.08

Computed properties:
largest force on an atom	4.7	eV/A
total charge	+2
electronic energy	-12963.101	eV
ΔE to the lowest compared entry with this formula, charge and spin	471.73	kJ/mol
highest occupied orbital energy	-16.564	eV